{"formula": "C12H20IrN2P2Te4", "method": "ωB97M-V with the def2-TZVPD basis set", "elements": ["Ir", "C", "P", "C", "C", "C", "P", "C", "C", "H", "H", "H", "H", "H", "H", "H", "H", "H", "H", "H", "H", "H", "H", "H", "H", "Te", "Te", "Te", "Te", "N", "C", "C", "C", "C", "N", "C", "C", "H", "H", "H", "H"], "xyz": [[1.06, -2.02, 0.10], [4.67, -2.09, -0.08], [3.16, -1.09, 0.14], [3.68, 0.01, 1.54], [3.25, -0.06, -1.33], [1.99, 0.80, -1.55], [0.45, -0.14, -1.18], [-0.88, 1.02, -0.60], [-0.15, -0.73, -2.72], [5.64, -1.59, -0.27], [4.62, -2.72, -0.94], [4.78, -2.73, 0.81], [4.79, 0.16, 1.38], [3.61, -0.43, 2.52], [3.19, 0.97, 1.53], [3.35, -0.73, -2.24], [4.13, 0.56, -1.27], [1.90, 1.21, -2.56], [1.98, 1.72, -0.98], [-0.92, 1.94, -1.21], [-0.49, 1.34, 0.39], [-1.83, 0.45, -0.60], [-0.32, 0.21, -3.33], [-1.09, -1.27, -2.50], [0.55, -1.32, -3.29], [2.18, -4.25, -0.52], [0.30, -6.39, 0.91], [-2.02, -5.42, 0.67], [-1.47, -2.74, 0.07], [-4.79, 5.42, 1.07], [-4.52, 4.33, 1.31], [-4.28, 2.95, 1.40], [-4.85, 2.09, 0.40], [-4.52, 0.76, 0.50], [-3.88, 0.25, 1.60], [-3.39, 1.06, 2.50], [-3.59, 2.43, 2.47], [-5.34, 2.48, -0.46], [-4.87, -0.02, -0.27], [-2.81, 0.58, 3.35], [-3.26, 3.02, 3.24]], "lowdin_charge": [-0.059, -0.347, 0.569, -0.215, -0.405, -0.375, 0.585, -0.245, -0.295, 0.075, -0.020, 0.050, 0.071, 0.046, 0.037, 0.118, 0.087, 0.098, 0.079, 0.063, 0.055, 0.019, 0.083, 0.009, 0.055, 0.266, 0.147, 0.102, 0.322, 0.188, -0.180, -0.213, 0.005, -0.141, 0.049, -0.156, -0.005, 0.111, 0.136, 0.136, 0.092], "e_tot_ha": -2437.6488, "s_squared": 6.04, "charge": 1, "orbital_gap_ev": [5.8, 5.0], "multiplicity": 5}


{"formula": "C18H26N4OS", "method": "ωB97M-V with the def2-TZVPD basis set", "elements": ["C", "S", "O", "C", "H", "H", "H", "H", "H", "H", "N", "C", "C", "C", "C", "H", "H", "H", "H", "H", "N", "C", "C", "C", "C", "H", "H", "H", "H", "H", "N", "C", "C", "C", "C", "H", "H", "H", "H", "H", "N", "C", "C", "C", "C", "H", "H", "H", "H", "H"], "xyz": [[2.19, 1.72, -0.69], [0.89, 0.54, -1.11], [0.93, -0.70, -0.18], [-0.68, 1.51, -0.84], [2.29, 2.29, -1.62], [3.21, 1.34, -0.60], [2.04, 2.34, 0.19], [-1.00, 1.78, 0.17], [-1.45, 0.76, -1.02], [-0.94, 2.32, -1.52], [-3.49, -2.27, 0.48], [-2.65, -1.93, -0.53], [-1.72, -1.05, -0.01], [-2.02, -0.80, 1.32], [-3.02, -1.70, 1.68], [-4.25, -2.92, 0.35], [-2.77, -2.31, -1.53], [-0.81, -0.75, -0.51], [-1.42, -0.21, 2.00], [-3.54, -1.97, 2.59], [1.42, -2.14, 1.69], [0.49, -2.41, 2.67], [0.75, -3.79, 3.05], [1.80, -4.19, 2.19], [2.27, -3.21, 1.44], [1.38, -1.24, 1.23], [-0.29, -1.78, 3.07], [0.36, -4.45, 3.81], [2.39, -5.09, 2.24], [3.12, -3.27, 0.77], [-0.60, 4.00, 2.30], [0.64, 4.14, 2.89], [1.52, 3.10, 2.81], [0.73, 2.22, 2.03], [-0.50, 2.78, 1.78], [-1.37, 4.64, 2.25], [0.88, 5.07, 3.39], [2.52, 3.00, 3.20], [1.08, 1.27, 1.65], [-1.37, 2.44, 1.24], [0.60, -0.96, -4.37], [0.53, -0.15, -5.54], [-0.18, 1.04, -5.14], [-0.49, 0.90, -3.82], [-0.04, -0.34, -3.33], [1.08, -1.85, -4.38], [1.02, -0.54, -6.42], [-0.41, 1.91, -5.73], [-0.91, 1.72, -3.25], [-0.19, -0.77, -2.35]], "lowdin_charge": [-0.230, 0.951, -0.542, -0.212, 0.053, 0.065, 0.024, -0.007, 0.032, 0.065, 0.006, -0.115, -0.175, -0.111, -0.093, 0.143, 0.111, 0.002, 0.088, 0.102, -0.008, -0.094, -0.086, -0.192, -0.139, 0.050, 0.082, 0.072, 0.086, 0.105, 0.062, -0.174, -0.057, -0.134, -0.187, 0.164, 0.104, 0.108, 0.081, 0.094, 0.018, -0.079, -0.111, -0.164, -0.200, 0.145, 0.088, 0.090, 0.069, 0.049], "e_tot_ha": -1393.6742, "orbital_gap_ev": 7.7}


{"formula": "C10H11NO5V", "method": "ωB97M-V with the def2-TZVPD basis set", "elements": ["V", "O", "C", "C", "O", "C", "O", "C", "O", "O", "C", "C", "C", "C", "C", "C", "N", "H", "H", "H", "H", "H", "H", "H", "H", "H", "H", "H"], "xyz": [[0.02, -0.40, -2.91], [-0.46, 2.60, -2.89], [-0.28, 1.46, -2.90], [1.82, -1.04, -2.92], [2.91, -1.41, -2.89], [-1.36, -1.57, -2.87], [-2.25, -2.32, -2.90], [0.06, -0.37, -4.78], [0.06, -0.38, -5.93], [0.93, 0.21, -1.16], [0.53, -0.08, 0.04], [1.51, 0.38, 1.08], [0.90, 1.39, 2.03], [-0.09, 0.78, 3.04], [-1.36, 0.16, 2.45], [-1.13, -1.07, 1.56], [-0.61, -0.69, 0.24], [1.86, -0.51, 1.61], [2.35, 0.84, 0.58], [1.71, 1.80, 2.61], [0.43, 2.21, 1.47], [0.43, 0.01, 3.62], [-0.39, 1.56, 3.72], [-1.96, -0.18, 3.29], [-1.95, 0.91, 1.90], [-0.42, -1.77, 2.04], [-2.06, -1.57, 1.42], [-1.23, -0.96, -0.55]], "lowdin_charge": [0.608, 0.289, 0.008, 0.015, 0.291, -0.106, 0.257, -0.074, 0.289, -0.153, -0.335, -0.068, -0.159, -0.181, -0.159, -0.112, 0.133, 0.149, 0.136, 0.127, 0.132, 0.128, 0.124, 0.124, 0.128, 0.147, 0.127, 0.135], "e_tot_ha": -1761.9123, "s_squared": 3.77, "charge": 2, "orbital_gap_ev": [6.5, 6.6], "multiplicity": 4}


{"formula": "C51H67BrGaGeIN6O2Sb2", "method": "ωB97M-V with the def2-TZVPD basis set", "elements": ["Ga", "C", "Sb", "C", "C", "C", "C", "C", "C", "C", "C", "C", "Sb", "C", "C", "H", "H", "H", "H", "H", "H", "H", "H", "H", "H", "H", "H", "H", "H", "H", "H", "H", "H", "H", "H", "C", "N", "C", "C", "N", "C", "C", "N", "C", "C", "N", "C", "N", "C", "C", "C", "N", "C", "H", "H", "H", "H", "H", "H", "H", "H", "H", "H", "H", "H", "H", "H", "H", "H", "H", "H", "H", "H", "H", "H", "H", "H", "O", "C", "O", "C", "C", "Ge", "C", "C", "C", "C", "C", "C", "C", "C", "C", "C", "C", "C", "C", "C", "C", "C", "C", "C", "H", "H", "H", "H", "H", "H", "H", "H", "H", "H", "H", "H", "H", "H", "H", "H", "H", "H", "H", "Br", "C", "C", "C", "C", "C", "C", "I", "H", "H", "H", "H"], "xyz": [[0.38, -0.09, -1.60], [-0.22, 5.81, 1.89], [-1.17, 3.97, 1.24], [-0.58, 2.88, 3.01], [-3.11, 4.51, 2.22], [-4.03, 5.04, 1.21], [-3.86, 6.35, 0.74], [-4.62, 6.85, -0.30], [-5.58, 6.04, -0.90], [-5.78, 4.75, -0.45], [-5.04, 4.24, 0.63], [-5.30, 2.89, 1.10], [-3.63, 1.56, 0.29], [-3.43, 2.44, -1.67], [-5.01, 0.01, -0.31], [-0.62, 6.12, 2.85], [-0.38, 6.59, 1.15], [0.85, 5.64, 1.99], [-0.85, 3.45, 3.89], [0.49, 2.72, 2.99], [-1.09, 1.92, 3.02], [-2.82, 5.26, 2.96], [-3.45, 3.61, 2.72], [-3.10, 6.97, 1.20], [-4.49, 7.86, -0.63], [-6.16, 6.42, -1.73], [-6.54, 4.13, -0.90], [-6.19, 2.43, 0.69], [-5.25, 2.76, 2.18], [-4.28, 2.16, -2.28], [-2.50, 2.08, -2.11], [-3.40, 3.52, -1.58], [-5.81, 0.46, -0.90], [-5.45, -0.47, 0.56], [-4.50, -0.74, -0.91], [-1.85, -1.05, -3.54], [-1.20, -2.32, -3.77], [-1.82, -3.30, -4.65], [-0.75, -4.39, -4.72], [0.44, -3.73, -4.21], [1.73, -4.28, -4.58], [0.12, -2.57, -3.59], [0.88, -1.77, -2.89], [2.29, -2.07, -2.65], [2.80, -1.27, -1.45], [2.45, 0.12, -1.69], [3.30, 1.00, -2.18], [2.93, 1.99, -3.01], [1.63, 2.14, -3.61], [4.07, 2.76, -3.46], [5.23, 2.16, -2.66], [4.62, 1.05, -1.93], [5.27, 0.57, -0.73], [-1.28, -0.23, -4.00], [-1.98, -0.85, -2.48], [-2.83, -1.09, -4.00], [-2.04, -2.86, -5.63], [-2.75, -3.66, -4.22], [-0.59, -4.74, -5.74], [-1.01, -5.25, -4.10], [1.56, -4.98, -5.39], [2.20, -4.83, -3.76], [2.41, -3.51, -4.94], [2.88, -1.79, -3.53], [2.43, -3.13, -2.44], [3.87, -1.43, -1.35], [2.29, -1.62, -0.55], [1.27, 1.18, -4.01], [1.71, 2.85, -4.43], [0.91, 2.53, -2.89], [3.93, 3.83, -3.26], [4.20, 2.63, -4.54], [5.65, 2.88, -1.95], [6.04, 1.80, -3.30], [5.85, 1.39, -0.29], [5.95, -0.25, -0.93], [4.52, 0.26, 0.00], [0.09, -1.25, 0.15], [-1.04, -0.78, 0.38], [-1.54, 0.06, -0.44], [-1.79, -1.17, 1.62], [-0.87, -1.61, 2.75], [-0.28, -3.53, 2.63], [1.33, -3.83, 3.73], [2.21, -4.87, 3.45], [3.26, -5.16, 4.31], [3.44, -4.42, 5.46], [2.56, -3.39, 5.76], [1.52, -3.09, 4.89], [0.02, -4.33, 0.83], [1.30, -4.34, 0.29], [1.58, -5.12, -0.82], [0.59, -5.87, -1.42], [-0.70, -5.83, -0.92], [-0.98, -5.07, 0.21], [-1.71, -4.59, 3.48], [-1.56, -5.97, 3.48], [-2.45, -6.78, 4.17], [-3.48, -6.21, 4.90], [-3.65, -4.83, 4.89], [-2.77, -4.03, 4.19], [-2.48, -1.97, 1.34], [-2.40, -0.30, 1.90], [-1.41, -1.53, 3.69], [-0.01, -0.93, 2.82], [2.07, -5.48, 2.56], [3.94, -5.97, 4.07], [4.25, -4.65, 6.14], [2.68, -2.82, 6.67], [0.83, -2.29, 5.14], [2.08, -3.77, 0.77], [2.60, -5.18, -1.19], [0.81, -6.52, -2.26], [-1.48, -6.42, -1.37], [-1.98, -5.09, 0.64], [-0.74, -6.42, 2.93], [-2.31, -7.86, 4.16], [-4.16, -6.83, 5.46], [-4.46, -4.38, 5.46], [-2.91, -2.96, 4.20], [4.52, 5.12, 2.56], [4.28, 6.22, 1.03], [4.88, 7.46, 1.00], [4.73, 8.28, -0.11], [3.96, 7.86, -1.18], [3.35, 6.62, -1.15], [3.51, 5.80, -0.05], [2.59, 3.89, -0.06], [5.48, 7.78, 1.84], [5.22, 9.24, -0.13], [3.84, 8.49, -2.05], [2.76, 6.29, -1.99]], "lowdin_charge": [0.789, -0.328, 1.228, -0.320, -0.306, -0.289, -0.038, -0.036, -0.052, -0.038, -0.299, -0.214, 1.474, -0.270, -0.283, 0.012, 0.002, -0.032, 0.017, -0.001, -0.017, 0.073, 0.040, 0.117, 0.118, 0.115, 0.123, 0.075, 0.071, 0.021, -0.005, -0.001, 0.013, 0.015, 0.004, -0.046, -0.088, -0.097, -0.097, -0.059, -0.020, -0.318, 0.051, -0.185, -0.204, 0.006, -0.400, -0.113, -0.055, -0.106, -0.092, -0.072, -0.023, 0.090, 0.048, 0.105, 0.132, 0.130, 0.128, 0.121, 0.098, 0.076, 0.093, 0.126, 0.090, 0.118, 0.094, 0.077, 0.103, 0.061, 0.111, 0.132, 0.121, 0.132, 0.096, 0.098, 0.094, 0.006, -0.624, -0.225, -0.184, -0.244, 1.065, -0.268, -0.116, -0.077, -0.078, -0.081, -0.112, -0.268, -0.132, -0.098, -0.096, -0.080, -0.103, -0.275, -0.115, -0.072, -0.077, -0.083, -0.113, 0.134, 0.053, 0.061, 0.076, 0.091, 0.107, 0.107, 0.106, 0.096, 0.102, 0.106, 0.106, 0.107, 0.103, 0.102, 0.108, 0.108, 0.105, 0.083, 0.716, -0.734, -0.116, -0.060, -0.071, -0.161, -0.705, 0.954, 0.108, 0.116, 0.113, 0.090], "e_tot_ha": -9815.9945, "charge": 2, "orbital_gap_ev": [6.9, 4.4]}


ΔE to the lowest compared entry with this formula, charge and spin (computed, eV): 0.9811 9.2991 0.0000 2.0454